{
  "formula": "C22H17CoF5N2O4S",
  "method": "wB97M-V/def2-TZVPD",
  "species": ["Co", "O", "C", "C", "O", "O", "C", "C", "C", "C", "C", "C", "C", "C", "C", "C", "C", "C", "H", "H", "H", "H", "H", "H", "H", "H", "H", "H", "H", "F", "C", "C", "F", "C", "F", "C", "S", "C", "F", "C", "F", "C", "N", "C", "N", "O", "H", "H", "H", "H", "H", "H"],
  "positions_angstrom": [[-1.11, 0.43, -0.21], [0.23, -1.00, -0.82], [1.24, -1.24, 0.18], [0.65, -0.87, 1.48], [1.23, -1.15, 2.47], [-0.50, -0.16, 1.51], [2.41, -0.27, -0.09], [2.43, 0.49, -1.25], [3.40, 1.44, -1.49], [4.39, 1.67, -0.53], [4.40, 0.96, 0.69], [3.39, 0.02, 0.88], [1.66, -2.70, 0.17], [1.06, -3.68, 0.92], [1.36, -5.00, 0.65], [2.21, -5.36, -0.37], [2.89, -4.33, -0.98], [2.64, -3.03, -0.74], [0.33, -1.71, -1.52], [1.72, 0.29, -2.02], [3.48, 2.02, -2.39], [5.17, 2.46, -0.78], [5.11, 1.16, 1.46], [3.36, -0.64, 1.78], [0.33, -3.45, 1.71], [0.97, -5.81, 1.27], [2.36, -6.40, -0.59], [3.67, -4.54, -1.73], [3.10, -2.21, -1.35], [-1.20, 7.23, 1.17], [-1.20, 6.14, 0.41], [-1.95, 5.02, 0.86], [-2.68, 5.11, 1.95], [-1.82, 3.84, 0.19], [-2.59, 2.85, 0.63], [-1.00, 3.65, -0.94], [-0.44, 2.15, -1.51], [-0.31, 4.80, -1.36], [0.56, 4.63, -2.32], [-0.38, 6.00, -0.70], [0.44, 7.02, -1.09], [-6.02, -1.81, 0.49], [-5.01, -1.22, -0.39], [-3.69, -0.95, -0.02], [-3.11, -1.65, 0.99], [-3.06, -0.03, -0.66], [-5.75, -2.78, 0.99], [-6.85, -2.05, -0.19], [-6.35, -1.15, 1.29], [-5.30, -0.58, -1.14], [-3.61, -2.35, 1.55], [-2.28, -1.27, 1.48]],
  "e_lumo_ev": [-3.033, -6.724],
  "homo_lumo_gap_ev": [8.61, 4.91],
  "total_charge": 1,
  "multiplicity": 5,
  "energy_ha": -3539.0702
}